# 1
{"formula": "C12H48O12", "method": "ωB97M-V/def2-TZVPD", "species": ["C", "O", "H", "H", "H", "H", "C", "O", "H", "H", "H", "H", "C", "O", "H", "H", "H", "H", "C", "O", "H", "H", "H", "H", "C", "O", "H", "H", "H", "H", "C", "O", "H", "H", "H", "H", "C", "O", "H", "H", "H", "H", "C", "O", "H", "H", "H", "H", "C", "O", "H", "H", "H", "H", "C", "O", "H", "H", "H", "H", "C", "O", "H", "H", "H", "H", "C", "O", "H", "H", "H", "H"], "coordinates": [[7.519, -16.118, -2.838], [6.258, -15.417, -2.935], [7.270, -17.156, -2.974], [8.230, -15.760, -3.582], [7.919, -15.983, -1.825], [6.397, -14.554, -2.550], [8.289, -15.703, 2.421], [8.034, -15.125, 1.154], [9.282, -15.475, 2.831], [7.481, -15.507, 3.134], [8.335, -16.773, 2.291], [7.790, -14.174, 1.278], [1.306, -15.316, -2.296], [-0.106, -15.272, -2.152], [1.779, -15.693, -1.382], [1.605, -15.941, -3.146], [1.708, -14.313, -2.475], [-0.535, -15.256, -3.010], [4.264, -12.443, 3.746], [5.602, -11.999, 4.128], [3.574, -12.707, 4.552], [3.880, -11.565, 3.244], [4.276, -13.257, 3.003], [6.041, -12.377, 4.897], [7.739, -18.684, -0.112], [8.547, -19.649, -0.893], [7.309, -19.222, 0.739], [8.234, -17.770, 0.234], [6.999, -18.300, -0.817], [9.416, -19.832, -0.529], [6.288, -11.919, 0.788], [7.090, -12.586, 1.673], [6.096, -10.911, 1.145], [6.829, -11.841, -0.143], [5.361, -12.454, 0.567], [6.928, -12.315, 2.598], [4.425, -18.333, -2.509], [3.892, -17.316, -3.299], [4.740, -18.010, -1.517], [3.627, -19.056, -2.355], [5.240, -18.855, -3.033], [4.526, -16.598, -3.376], [0.562, -18.231, 1.470], [-0.396, -18.210, 2.543], [1.489, -17.870, 1.900], [0.777, -19.240, 1.107], [0.229, -17.633, 0.614], [-1.154, -18.740, 2.293], [4.790, -15.778, 0.382], [3.474, -16.152, 0.703], [5.332, -15.502, 1.291], [5.339, -16.623, -0.052], [4.791, -14.936, -0.296], [3.069, -15.400, 1.159], [3.267, -16.118, 4.535], [3.602, -15.360, 5.667], [3.442, -15.501, 3.657], [3.844, -17.060, 4.369], [2.213, -16.360, 4.585], [3.574, -15.866, 6.495], [4.252, -19.380, 1.961], [4.325, -20.630, 1.280], [3.522, -19.526, 2.753], [5.216, -19.168, 2.414], [3.995, -18.489, 1.375], [4.682, -20.523, 0.390], [0.590, -14.446, 1.871], [1.947, -14.028, 1.782], [-0.073, -13.631, 2.197], [0.196, -14.788, 0.918], [0.474, -15.290, 2.544], [1.992, -13.434, 1.029]], "atomic_forces_ev_per_a": [[-0.6, 0.6, 0.6], [0.4, -0.3, -0.2], [0.2, -0.4, -0.2], [0.0, -0.1, 0.0], [0.1, -0.1, -0.2], [-0.1, 0.3, 0.1], [0.1, -0.2, -0.2], [0.0, 0.5, 0.1], [-0.2, 0.6, 0.0], [0.2, 0.2, 0.1], [-0.2, -0.5, -0.2], [0.2, -0.8, 0.1], [0.3, 0.2, -0.6], [-0.2, -0.1, 0.5], [-0.3, -0.1, -0.1], [0.1, 0.0, 0.3], [0.0, 0.1, 0.0], [0.2, 0.0, 0.0], [0.7, 0.1, -0.1], [-0.2, 0.0, -0.5], [0.5, 0.0, 0.2], [-0.3, 0.1, -0.1], [0.3, 0.1, 0.4], [-0.8, -0.5, 0.0], [0.8, -0.9, -0.7], [-0.9, 1.2, 0.2], [-0.2, 0.3, -0.2], [0.5, -0.4, 0.0], [-0.2, -0.5, 0.2], [-0.1, 0.3, 0.4], [-0.7, 0.8, -0.8], [1.3, -1.0, 1.7], [-0.4, 0.2, -0.1], [0.2, 0.1, -0.4], [-0.2, 0.1, 0.2], [-0.4, -0.1, -0.5], [0.0, -0.7, -0.1], [-0.4, 0.5, -0.3], [0.2, 0.2, 0.0], [-0.1, -0.1, 0.0], [0.0, 0.1, 0.3], [0.3, 0.2, 0.1], [-0.3, -0.3, 0.2], [0.3, 0.0, -0.3], [0.1, 0.4, -0.2], [-0.2, -0.1, 0.1], [0.2, 0.1, 0.2], [-0.1, 0.0, -0.1], [0.5, -0.2, 0.6], [-0.3, -0.4, -0.1], [0.2, 0.1, 0.0], [-0.3, 0.3, 0.0], [0.2, 0.2, -0.4], [-0.3, -0.1, 0.0], [0.0, -0.8, -0.4], [0.7, 0.4, 0.8], [0.0, 0.1, 0.0], [-0.2, 0.6, 0.5], [-0.4, -0.3, -0.3], [-0.1, 0.0, -0.7], [0.3, -0.1, 0.1], [-0.2, 0.1, -0.4], [-0.1, 0.2, 0.1], [0.3, 0.1, 0.3], [-0.3, -0.4, -0.2], [0.0, 0.2, 0.2], [-1.0, 0.0, -0.1], [0.0, -0.1, 0.1], [0.3, -0.1, 0.1], [0.1, 0.0, -0.4], [0.4, 0.1, 0.3], [0.1, 0.2, -0.1]], "gap_ev": 10.30, "e_lumo_ev": 0.4, "relative_energy_kcal_mol": 126.8, "smiles": "CO.CO.CO.CO.CO.CO.CO.CO.CO.CO.CO.CO", "e_homo_ev": -9.92}


# 2
{"formula": "C12H48O12", "method": "ωB97M-V/def2-TZVPD", "species": ["C", "O", "H", "H", "H", "H", "C", "O", "H", "H", "H", "H", "C", "O", "H", "H", "H", "H", "C", "O", "H", "H", "H", "H", "C", "O", "H", "H", "H", "H", "C", "O", "H", "H", "H", "H", "C", "O", "H", "H", "H", "H", "C", "O", "H", "H", "H", "H", "C", "O", "H", "H", "H", "H", "C", "O", "H", "H", "H", "H", "C", "O", "H", "H", "H", "H", "C", "O", "H", "H", "H", "H"], "coordinates": [[0.570, 3.012, 3.047], [1.042, 4.286, 3.482], [-0.274, 3.162, 2.373], [1.368, 2.494, 2.514], [0.343, 2.477, 3.969], [0.344, 4.715, 3.981], [-1.961, -4.518, 2.732], [-1.135, -3.502, 2.249], [-1.928, -4.555, 3.821], [-2.963, -4.404, 2.319], [-1.573, -5.476, 2.385], [-1.102, -3.493, 1.290], [1.798, -0.667, -4.537], [0.494, -0.336, -4.968], [1.822, -0.450, -3.469], [1.932, -1.740, -4.671], [2.615, -0.100, -4.984], [0.420, 0.620, -5.000], [-2.188, 0.728, -2.797], [-1.734, 2.040, -2.522], [-2.959, 0.486, -2.066], [-2.610, 0.588, -3.793], [-1.436, -0.050, -2.668], [-1.954, 2.251, -1.611], [-3.410, -1.611, 0.289], [-4.055, -0.479, 0.831], [-2.487, -1.364, -0.236], [-3.158, -2.247, 1.137], [-4.078, -2.067, -0.442], [-4.759, -0.808, 1.395], [2.534, -2.157, 2.557], [3.251, -1.565, 1.522], [2.362, -1.431, 3.352], [1.574, -2.496, 2.168], [3.168, -2.931, 2.989], [2.659, -1.083, 0.939], [-0.579, -0.600, 4.176], [-0.092, -1.955, 4.172], [-0.678, -0.145, 3.191], [-1.575, -0.589, 4.619], [0.105, 0.040, 4.735], [-0.538, -2.565, 3.579], [0.270, 0.119, 0.236], [1.460, -0.190, -0.397], [0.233, 1.024, 0.843], [-0.543, 0.250, -0.478], [-0.046, -0.744, 0.822], [1.778, 0.559, -0.906], [1.450, 3.415, -1.491], [2.426, 2.409, -1.105], [0.837, 3.047, -2.314], [1.039, 3.710, -0.525], [1.965, 4.244, -1.976], [3.126, 2.813, -0.587], [-0.031, -3.357, -1.115], [-1.159, -3.843, -0.532], [0.335, -4.014, -1.903], [-0.292, -2.397, -1.561], [0.710, -3.192, -0.333], [-1.786, -4.043, -1.231], [-2.973, 2.628, 1.409], [-2.708, 1.959, 0.215], [-2.448, 2.226, 2.276], [-2.854, 3.707, 1.315], [-3.989, 2.328, 1.666], [-3.145, 1.112, 0.330], [4.749, 2.627, -4.378], [4.124, 1.575, -3.645], [5.458, 3.089, -3.691], [5.286, 2.200, -5.225], [4.049, 3.352, -4.795], [3.506, 1.875, -2.975]], "atomic_forces_ev_per_a": [[0.2, 0.9, 0.7], [0.5, 0.0, -0.5], [-0.2, -0.4, 0.1], [0.1, 0.2, 0.0], [-0.5, -0.6, -0.4], [0.0, 0.0, 0.0], [-0.2, -1.3, -0.5], [0.9, 1.3, 0.7], [-0.2, 0.4, -0.1], [-0.3, 0.0, 0.4], [-0.1, -0.2, 0.0], [-0.3, -0.3, -0.5], [-0.1, 0.0, 0.8], [-0.2, 0.0, -0.6], [0.4, -0.2, 0.4], [0.1, 0.1, -0.1], [-0.2, -0.1, -0.3], [-0.1, 0.1, 0.0], [-0.5, -0.3, 0.9], [0.5, -0.1, -0.9], [-0.4, -0.2, -0.1], [0.1, 0.5, -0.1], [0.5, 0.1, -0.1], [-0.2, 0.0, 0.3], [-0.1, -0.4, 0.1], [0.2, 0.8, 0.0], [-0.1, 0.5, 0.2], [0.1, -0.5, -0.4], [0.1, -0.5, 0.1], [-0.1, 0.2, 0.0], [0.5, -1.2, -1.8], [0.7, -0.5, 1.8], [-0.4, 0.8, 0.7], [-0.2, 0.0, 0.3], [0.0, 0.0, 0.1], [-1.2, 1.0, -1.7], [-0.3, -0.8, -0.2], [1.3, 1.5, 1.0], [0.1, -0.3, -0.4], [0.0, 0.2, 0.2], [0.0, -0.4, 0.2], [-0.7, 0.1, -0.9], [-2.0, 0.0, 0.0], [1.4, -1.0, 0.6], [0.5, 0.1, 0.2], [0.0, 0.1, -0.3], [0.2, 0.0, 0.3], [0.3, 0.7, -0.1], [1.5, 0.2, 0.2], [-0.1, -0.6, -0.8], [-0.6, -0.5, 0.8], [-1.0, 0.3, -0.7], [0.1, 0.3, 0.4], [0.0, 0.2, 0.0], [1.3, 1.3, -1.2], [-2.0, -1.3, 1.2], [0.4, 0.0, 0.1], [0.6, 0.3, -0.2], [0.2, -0.1, -0.2], [-0.3, -0.1, 0.2], [-1.2, -0.4, 0.9], [1.0, -0.1, -0.7], [0.8, 0.2, 0.0], [0.0, -0.2, 0.0], [-0.5, 0.9, 0.2], [-0.2, -0.5, -0.3], [0.0, -0.2, 0.7], [-0.1, -0.7, -0.7], [0.2, 0.5, -0.4], [0.0, -0.2, 0.2], [-0.1, 0.1, 0.2], [0.1, 0.5, 0.1]], "gap_ev": [9.50, 2.73], "e_lumo_ev": [-2.5, -9.2], "total_charge": 1, "relative_energy_kcal_mol": 123.5, "e_homo_ev": [-11.96, -11.96], "spin_multiplicity": 2}


# 3
{"formula": "C12H4BrF9NO2PdS5", "method": "ωB97M-V/def2-TZVPD", "species": ["Pd", "O", "C", "C", "C", "N", "C", "Br", "C", "H", "H", "H", "H", "S", "C", "S", "C", "C", "S", "S", "S", "F", "C", "F", "F", "C", "O", "C", "F", "F", "F", "C", "F", "F", "F"], "coordinates": [[0.680, 0.697, -0.468], [2.559, -4.036, 3.245], [2.162, -2.983, 2.462], [0.823, -2.705, 2.099], [0.605, -1.628, 1.288], [1.581, -0.822, 0.728], [2.851, -1.137, 1.085], [4.462, -0.274, 0.610], [3.200, -2.189, 1.949], [1.785, -4.497, 3.636], [0.016, -3.374, 2.372], [-0.415, -1.337, 1.008], [4.235, -2.396, 2.138], [2.952, 6.473, -4.483], [2.493, 5.120, -3.672], [0.790, 4.661, -3.529], [1.020, 3.288, -2.383], [2.360, 2.980, -2.101], [2.697, 1.760, -0.971], [3.602, 4.022, -2.879], [-0.305, 2.497, -1.792], [-2.747, 2.126, -0.419], [-3.112, 0.894, -0.917], [-4.472, 0.813, -0.883], [-2.665, 0.812, -2.187], [-2.434, -0.224, -0.069], [-1.117, -0.129, 0.050], [-2.771, -1.689, -0.618], [-2.160, -2.566, 0.236], [-4.077, -2.007, -0.667], [-2.231, -1.855, -1.851], [-2.995, -0.102, 1.414], [-2.330, -1.001, 2.182], [-2.714, 1.133, 1.858], [-4.326, -0.328, 1.526]], "atomic_forces_ev_per_a": [[0.9, 1.7, -1.1], [-1.0, -0.1, 0.2], [0.4, -0.1, -0.4], [1.7, -0.5, 0.4], [0.4, 0.6, -0.6], [1.3, -1.8, 1.8], [-1.0, -1.0, 0.9], [-0.1, 0.6, -0.6], [-1.9, -0.2, -0.2], [0.6, 0.5, -0.5], [-0.1, 0.2, 0.2], [0.8, -0.2, 0.1], [0.1, -0.1, 0.3], [0.1, -0.2, 0.0], [-0.6, -0.2, 0.1], [1.2, -0.5, 0.7], [0.7, 0.8, -1.0], [-0.4, 0.0, 0.4], [1.0, 0.9, -0.9], [-1.2, -0.2, 0.3], [-0.4, 0.2, -0.2], [-0.9, -1.4, -0.9], [0.6, 0.5, 0.3], [1.0, 0.3, -0.4], [-0.9, 0.2, 0.6], [-0.3, -0.5, 0.8], [-1.9, -0.1, -0.4], [0.7, 0.8, 0.2], [-0.6, 0.0, -1.0], [0.4, -0.1, -0.1], [-0.5, -0.2, 0.9], [0.4, -0.2, -1.1], [-0.8, 0.7, 0.3], [-0.4, -0.7, 0.5], [0.6, 0.1, 0.4]], "gap_ev": [5.52, 6.32], "e_lumo_ev": [2.1, 1.3], "total_charge": -1, "relative_energy_kcal_mol": 0.0, "e_homo_ev": [-3.41, -5.03], "spin_multiplicity": 3}